{
  "formula": "C34H80NO8",
  "method": "wB97M-V/def2-TZVPD",
  "total_charge": -1,
  "spin_multiplicity": 1,
  "gap_ev": 3.388,
  "symbols": ["C", "C", "N", "C", "C", "C", "C", "C", "C", "O", "C", "C", "O", "H", "H", "H", "H", "H", "H", "H", "H", "H", "H", "H", "H", "H", "H", "H", "H", "H", "H", "H", "H", "C", "C", "O", "C", "C", "H", "H", "H", "H", "H", "H", "H", "H", "H", "H", "C", "C", "O", "C", "C", "H", "H", "H", "H", "H", "H", "H", "H", "H", "H", "C", "C", "O", "C", "C", "H", "H", "H", "H", "H", "H", "H", "H", "H", "H", "C", "C", "O", "C", "C", "H", "H", "H", "H", "H", "H", "H", "H", "H", "H", "C", "C", "O", "C", "C", "H", "H", "H", "H", "H", "H", "H", "H", "H", "H", "C", "C", "O", "C", "C", "H", "H", "H", "H", "H", "H", "H", "H", "H", "H"],
  "coordinates": [[4.18861, 1.96645, 1.66814], [5.33458, 2.88348, 1.00462], [4.98941, 4.31566, 0.85231], [3.94535, 4.52590, -0.18225], [2.89122, 5.61772, 0.42685], [2.01596, 4.82974, 1.50773], [1.07196, 5.75154, 2.42650], [-0.49415, 5.64905, 2.11226], [-1.04750, 4.16269, 1.93701], [-2.51436, 4.06335, 2.08656], [-2.85078, 2.69315, 1.79630], [-2.92174, 2.22084, 0.24990], [-3.10590, 1.85477, 2.70204], [4.65582, 0.93193, 1.91008], [3.77759, 2.37205, 2.65720], [3.36850, 1.78712, 0.89287], [5.69251, 2.42537, 0.00364], [6.24357, 2.83586, 1.71344], [3.32830, 3.56516, -0.38540], [4.36935, 4.85278, -1.20429], [2.24003, 5.96764, -0.45910], [3.52741, 6.46524, 0.84570], [2.77029, 4.32250, 2.22104], [1.48306, 3.98006, 0.96404], [1.37512, 6.84747, 2.20904], [1.34106, 5.58873, 3.53351], [-1.04316, 6.09274, 3.03104], [-0.83750, 6.30429, 1.22551], [-0.52995, 3.37348, 2.57598], [-0.84329, 3.86249, 0.83593], [-2.78600, 3.11005, -0.46609], [-3.90942, 1.66948, 0.10914], [-2.07447, 1.47390, 0.04168], [-4.76666, -2.09846, -0.07015], [-3.81291, -2.14099, -1.25167], [-2.58210, -1.47634, -1.01180], [-1.78289, -1.98246, 0.05034], [-1.34732, -3.42340, -0.14856], [-4.92866, -1.06733, 0.25554], [-5.72933, -2.53899, -0.34109], [-4.37317, -2.65298, 0.78470], [-4.28143, -1.63235, -2.09948], [-3.63091, -3.17250, -1.57502], [-2.30016, -1.85592, 1.00721], [-0.89305, -1.34949, 0.09318], [-2.19864, -4.10847, -0.13066], [-0.65804, -3.72470, 0.64353], [-0.84945, -3.54496, -1.11433], [1.50070, 3.50678, -4.32565], [2.19867, 2.38442, -3.57738], [1.62247, 2.10102, -2.31194], [0.26795, 1.67700, -2.31252], [0.03373, 0.38718, -3.07779], [1.44454, 4.40462, -3.70439], [2.04106, 3.74608, -5.24466], [0.47842, 3.23355, -4.59934], [3.23428, 2.67912, -3.38714], [2.24513, 1.47381, -4.18657], [-0.38007, 2.47891, -2.68341], [-0.00462, 1.51700, -1.26614], [0.22675, 0.50971, -4.14630], [-1.00200, 0.05906, -2.95964], [0.69807, -0.40130, -2.71368], [-6.89208, -1.62393, -4.23983], [-6.58957, -0.17269, -3.90789], [-5.71937, 0.45344, -4.83939], [-6.17946, 0.52989, -6.18111], [-7.46525, 1.32348, -6.33786], [-5.96510, -2.19100, -4.36121], [-7.48472, -2.08172, -3.44434], [-7.45520, -1.71458, -5.17170], [-6.08778, -0.13196, -2.93695], [-7.51282, 0.40824, -3.80062], [-6.28274, -0.47487, -6.60470], [-5.38857, 1.02551, -6.74914], [-8.30556, 0.83164, -5.84239], [-7.71789, 1.43363, -7.39502], [-7.35988, 2.31729, -5.89482], [3.18452, -2.82888, 1.91061], [2.39633, -4.08583, 2.23605], [1.97527, -4.80813, 1.08582], [3.00189, -5.29742, 0.23414], [3.94174, -6.27558, 0.91740], [2.62228, -2.18980, 1.22478], [3.39844, -2.26611, 2.82179], [4.13736, -3.06417, 1.43100], [1.48714, -3.80153, 2.77364], [2.95991, -4.74087, 2.91059], [3.55548, -4.46393, -0.21038], [2.50011, -5.81013, -0.59008], [4.51999, -5.79297, 1.70861], [4.64650, -6.69365, 0.19493], [3.37878, -7.09356, 1.37544], [0.08775, 7.87939, 7.56538], [-0.31478, 6.56610, 6.91682], [0.77053, 5.86776, 6.32603], [1.82065, 5.47418, 7.19797], [1.37325, 4.52701, 8.29815], [0.62519, 8.51038, 6.85246], [-0.79570, 8.41733, 7.91746], [0.74652, 7.71981, 8.42232], [-1.02450, 6.77453, 6.11135], [-0.84004, 5.91951, 7.62937], [2.31791, 6.35622, 7.61562], [2.56174, 4.96627, 6.57637], [0.67962, 5.01119, 8.98988], [2.23391, 4.18041, 8.87497], [0.86058, 3.65984, 7.87361], [2.29321, -10.38769, -4.39368], [3.11342, -10.03419, -3.16514], [2.86029, -8.72807, -2.66868], [1.53074, -8.46022, -2.24356], [1.06870, -9.34856, -1.10148], [2.42650, -9.63363, -5.17397], [2.59609, -11.36075, -4.78726], [1.22610, -10.43630, -4.16477], [4.17417, -10.06522, -3.42932], [2.97292, -10.77640, -2.37088], [0.84155, -8.51945, -3.09262], [1.51842, -7.42107, -1.90682], [0.99799, -10.39495, -1.40780], [0.08287, -9.03510, -0.75063], [1.77280, -9.29852, -0.26662]]
}

=====

{
  "formula": "C34H81B2N9O11P2",
  "method": "wB97M-V/def2-TZVPD",
  "spin_multiplicity": 1,
  "smiles": "C=CC[C@@](CO[C@@](CCN)(CCCOC)B(O)O)(O[C@@](CCCC(=O)O)(COC)N=C(C)C)B(N)O.CN(C)P(=O)(N(C)C)N(C)C.CN(C)P(=O)(N(C)C)N(C)C",
  "gap_ev": 8.166,
  "symbols": ["C", "C", "C", "C", "C", "O", "C", "C", "C", "N", "C", "C", "C", "O", "C", "B", "O", "O", "O", "C", "C", "C", "C", "C", "O", "O", "C", "O", "C", "N", "C", "C", "C", "B", "N", "O", "H", "H", "H", "H", "H", "H", "H", "H", "H", "H", "H", "H", "H", "H", "H", "H", "H", "H", "H", "H", "H", "H", "H", "H", "H", "H", "H", "H", "H", "H", "H", "H", "H", "H", "H", "H", "H", "H", "H", "H", "H", "H", "H", "H", "H", "O", "P", "N", "C", "C", "N", "C", "C", "N", "C", "C", "H", "H", "H", "H", "H", "H", "H", "H", "H", "H", "H", "H", "H", "H", "H", "H", "H", "H", "O", "P", "N", "C", "C", "N", "C", "C", "N", "C", "C", "H", "H", "H", "H", "H", "H", "H", "H", "H", "H", "H", "H", "H", "H", "H", "H", "H", "H"],
  "coordinates": [[-0.47548, 4.80045, 6.10780], [-1.07970, 4.73729, 4.93109], [-1.36090, 3.43448, 4.22395], [-0.70204, 3.34152, 2.82643], [0.22529, 2.12796, 2.84975], [0.90714, 2.14204, 1.60587], [1.20866, 0.87276, 0.99256], [2.08635, 1.27823, -0.20830], [3.40646, 1.94705, 0.18929], [3.53051, 3.21715, -0.56137], [1.94581, -0.09792, 1.92214], [1.91433, -1.57656, 1.49930], [2.58946, -1.91118, 0.17864], [1.60675, -2.17091, -0.81586], [2.04798, -1.95673, -2.14513], [-0.12145, 0.21497, 0.32728], [-0.98145, -0.61217, 1.04781], [-0.45686, 0.43538, -0.98286], [-1.57669, 3.05070, 1.74306], [-2.78774, 3.72479, 1.58867], [-2.97849, 3.70615, 0.06140], [-1.85549, 4.39421, -0.69314], [-1.89367, 4.04232, -2.21132], [-2.17234, 5.28222, -3.00236], [-3.16478, 5.45605, -3.63226], [-1.18068, 6.23257, -2.93124], [-3.96194, 2.83231, 2.16082], [-3.54362, 1.49356, 2.39361], [-4.13800, 0.95894, 3.55623], [-2.82680, 5.07889, 2.06496], [-3.76042, 5.93091, 2.03234], [-3.70372, 7.12471, 1.09949], [-4.97325, 5.92813, 2.95304], [0.35767, 4.53008, 2.56064], [1.62397, 4.60450, 3.32468], [0.06901, 5.46816, 1.60698], [-0.11003, 5.72563, 6.53361], [-0.33219, 3.90113, 6.69599], [-1.41521, 5.64724, 4.43980], [-0.97889, 2.65008, 4.88293], [-2.44414, 3.31704, 4.19131], [0.95823, 2.29083, 3.64513], [-0.31129, 1.20694, 3.09813], [2.18879, 0.47557, -0.93050], [1.49834, 2.04677, -0.71551], [3.37427, 2.18612, 1.25489], [4.27951, 1.35725, -0.08754], [4.36051, 3.72439, -0.28446], [2.71143, 3.78917, -0.39851], [3.00172, 0.17075, 2.02148], [1.55955, -0.07262, 2.94434], [0.91608, -2.00368, 1.56464], [2.48816, -2.10442, 2.26807], [3.29422, -1.13097, -0.12055], [3.20077, -2.81310, 0.30186], [1.52728, -1.08534, -2.55589], [3.11876, -1.75510, -2.20257], [1.79428, -2.81636, -2.76580], [-1.40059, -0.14523, 1.77990], [-0.90431, -0.35907, -1.31530], [-3.98150, 4.01952, -0.24199], [-2.90397, 2.64035, -0.18754], [-0.92988, 3.97290, -0.31065], [-1.80892, 5.46730, -0.52432], [-0.91018, 3.67168, -2.50096], [-2.63595, 3.27995, -2.42808], [-1.40985, 6.90702, -2.28199], [-4.80088, 2.83189, 1.45740], [-4.29484, 3.24818, 3.11557], [-5.22272, 1.10528, 3.56872], [-3.73170, 1.42283, 4.46314], [-3.90860, -0.10456, 3.58145], [-2.66348, 7.25008, 0.80275], [-4.34794, 6.93265, 0.24116], [-3.98608, 8.04500, 1.61227], [-5.29495, 6.95046, 3.14388], [-5.79913, 5.46900, 2.39632], [-4.77972, 5.38994, 3.87414], [1.58693, 5.39545, 3.95849], [2.42979, 4.71840, 2.71852], [0.87452, 5.97311, 1.43871], [-3.00678, -1.50501, -2.51705], [-4.44642, -1.73310, -2.83133], [-5.16681, -1.04238, -1.44895], [-6.51103, -1.24793, -0.95374], [-4.75798, 0.34694, -1.25016], [-4.50182, -3.45486, -2.76619], [-5.29104, -4.14084, -1.76109], [-3.22724, -4.13060, -2.97971], [-5.80233, -1.64368, -3.89799], [-5.87339, -2.62572, -4.99805], [-5.89050, -0.29613, -4.51845], [-7.28329, -0.76630, -1.57080], [-6.57773, -0.82415, 0.05103], [-6.75786, -2.29953, -0.85244], [-5.41974, 1.03222, -1.80205], [-3.74068, 0.52833, -1.59017], [-4.80112, 0.61940, -0.19210], [-5.00946, -3.86467, -0.73697], [-5.16354, -5.21960, -1.86952], [-6.35896, -3.96097, -1.90676], [-2.60244, -4.14715, -2.07918], [-2.65872, -3.65198, -3.77370], [-3.41360, -5.16236, -3.28991], [-4.95435, -2.67258, -5.58753], [-6.69342, -2.34526, -5.66138], [-6.09756, -3.61768, -4.62149], [-5.04712, -0.09321, -5.18451], [-5.91073, 0.47910, -3.75188], [-6.81320, -0.20836, -5.09024], [5.69796, -3.72265, -0.89150], [6.50841, -4.96677, -0.95496], [5.72892, -6.00243, 0.15622], [6.29111, -7.22843, 0.69084], [4.28878, -6.15432, -0.04050], [8.00671, -4.41558, -0.29952], [8.54885, -4.96953, 0.92679], [8.21343, -2.97281, -0.35095], [7.26412, -6.17832, -1.92191], [8.50754, -5.81188, -2.62804], [6.31871, -6.68786, -2.94739], [6.32463, -8.04734, -0.04057], [5.67134, -7.55739, 1.52790], [7.28643, -7.08762, 1.09419], [4.04962, -6.93498, -0.77624], [3.84317, -5.22078, -0.37926], [3.80631, -6.42363, 0.90124], [7.86338, -4.87304, 1.77844], [9.47877, -4.45668, 1.17930], [8.82564, -6.01754, 0.79900], [7.69975, -2.44383, 0.46056], [7.86368, -2.56030, -1.29415], [9.28303, -2.75880, -0.27932], [8.41136, -4.89266, -3.21161], [8.77386, -6.62375, -3.30688], [9.33209, -5.69930, -1.93262], [6.05524, -5.92152, -3.68218], [5.39798, -7.03944, -2.47917], [6.75797, -7.53528, -3.47179]]
}

=====

{
  "formula": "C34H82N6O14",
  "method": "wB97M-V/def2-TZVPD",
  "spin_multiplicity": 1,
  "smiles": "CNC(C)=O.CNC(C)=O.CNC(C)=O.CNC(C)=O.CNC(C)=O.CNC(C)=O.COCCOC.COCCOC.COCCOC.COCCOC",
  "gap_ev": 9.457,
  "relative_energy_kcal_mol": 0.00,
  "symbols": ["C", "O", "C", "C", "O", "C", "H", "H", "H", "H", "H", "H", "H", "H", "H", "H", "C", "O", "C", "C", "O", "C", "H", "H", "H", "H", "H", "H", "H", "H", "H", "H", "C", "O", "C", "C", "O", "C", "H", "H", "H", "H", "H", "H", "H", "H", "H", "H", "C", "O", "C", "C", "O", "C", "H", "H", "H", "H", "H", "H", "H", "H", "H", "H", "C", "C", "O", "N", "C", "H", "H", "H", "H", "H", "H", "H", "C", "C", "O", "N", "C", "H", "H", "H", "H", "H", "H", "H", "C", "C", "O", "N", "C", "H", "H", "H", "H", "H", "H", "H", "C", "C", "O", "N", "C", "H", "H", "H", "H", "H", "H", "H", "C", "C", "O", "N", "C", "H", "H", "H", "H", "H", "H", "H", "C", "C", "O", "N", "C", "H", "H", "H", "H", "H", "H", "H"],
  "coordinates": [[-7.27727, 5.04924, 5.59299], [-6.27832, 4.05776, 5.62863], [-5.01854, 4.59412, 5.89684], [-3.92682, 3.55138, 5.81771], [-3.77769, 3.07697, 4.49550], [-2.82170, 2.05199, 4.45311], [-7.16170, 5.65469, 4.68152], [-7.15188, 5.72737, 6.44233], [-8.27035, 4.61738, 5.51461], [-4.97408, 5.01240, 6.91234], [-4.76687, 5.39014, 5.18247], [-4.17239, 2.73346, 6.50883], [-2.97237, 3.98383, 6.14051], [-2.70029, 1.69859, 3.42785], [-3.18325, 1.16575, 4.99610], [-1.83140, 2.31928, 4.83615], [-0.82451, 5.23961, 4.28863], [-0.94637, 4.48132, 3.11581], [0.20535, 3.72088, 2.80286], [0.18001, 3.47058, 1.30835], [0.52078, 4.63418, 0.61446], [0.10525, 4.67470, -0.72083], [-1.79005, 5.69530, 4.49766], [-0.00103, 5.95887, 4.20070], [-0.56245, 4.59090, 5.14136], [0.16072, 2.76060, 3.33278], [1.11964, 4.23998, 3.11101], [-0.83544, 3.11145, 1.08408], [0.86261, 2.65587, 1.02599], [0.70576, 3.97394, -1.31177], [0.22659, 5.66907, -1.13958], [-0.94143, 4.37490, -0.83959], [-0.91836, 0.95535, -1.74254], [-0.05193, -0.05301, -2.20519], [0.96464, -0.54289, -1.35048], [0.55751, -0.95844, 0.03879], [0.00493, 0.07856, 0.82189], [-0.50204, -0.34412, 2.06136], [-0.33882, 1.82533, -1.41598], [-1.51325, 0.63998, -0.88445], [-1.58946, 1.27723, -2.53506], [1.68141, 0.28910, -1.26546], [1.45770, -1.36779, -1.86058], [1.45653, -1.25204, 0.60138], [-0.10957, -1.82857, 0.06969], [-0.96108, 0.42990, 2.66975], [0.29146, -0.81739, 2.65253], [-1.28277, -1.09407, 1.85812], [1.51139, -0.20656, -5.22730], [2.55127, -0.11398, -6.16486], [3.48927, -1.15635, -5.99177], [4.48034, -1.08307, -7.13138], [5.15098, 0.15113, -7.04895], [6.28144, 0.13912, -7.91218], [1.03723, -1.19587, -5.25411], [0.74291, 0.53038, -5.46516], [1.83941, 0.03393, -4.20929], [2.96858, -2.12323, -5.94512], [3.95871, -1.08064, -5.00422], [3.97039, -1.25247, -8.08540], [5.19543, -1.91150, -7.04883], [6.74579, 1.11716, -7.84434], [5.92281, -0.00633, -8.93936], [6.95736, -0.69329, -7.70182], [-3.10546, -2.05807, -1.03576], [-3.70837, -2.00219, 0.35631], [-3.39331, -2.80516, 1.22212], [-4.47864, -0.92937, 0.62794], [-4.89047, -0.62317, 1.98145], [-2.73501, -1.04559, -1.21393], [-3.73265, -2.37456, -1.86557], [-2.22523, -2.69656, -0.98574], [-4.77431, -0.34490, -0.13262], [-4.13724, -0.03941, 2.50840], [-5.13350, -1.54313, 2.50866], [-5.82604, -0.06224, 2.01315], [4.63220, -1.10561, -1.90571], [4.75067, -0.25123, -0.67008], [5.28659, 0.85201, -0.69229], [4.26175, -0.79888, 0.46339], [4.21200, -0.11451, 1.74778], [4.54737, -2.16391, -1.66424], [5.51699, -0.91946, -2.51219], [3.77047, -0.75229, -2.47556], [3.89581, -1.73715, 0.38790], [4.85333, -0.62616, 2.46766], [3.18512, -0.16985, 2.10853], [4.59498, 0.88823, 1.58936], [2.12374, -4.05389, 3.14332], [2.17584, -3.99344, 1.64873], [3.26391, -3.83201, 1.08626], [1.04349, -4.12840, 0.92626], [-0.25892, -4.28648, 1.54664], [3.12033, -4.17424, 3.55829], [1.58956, -4.94800, 3.48349], [1.60932, -3.21011, 3.60621], [1.07684, -4.05383, -0.08885], [-0.25109, -4.13000, 2.61965], [-0.63656, -5.31051, 1.42249], [-1.05229, -3.70593, 1.07450], [-0.60125, 0.35591, 7.30108], [0.41908, 0.06539, 6.24150], [0.14899, 0.28819, 5.06395], [1.64108, -0.31769, 6.66523], [2.77476, -0.58993, 5.80235], [-1.56237, 0.00793, 6.92500], [-0.68461, 1.41067, 7.54729], [-0.39710, -0.24227, 8.19509], [1.77805, -0.48460, 7.64585], [2.40267, -0.74602, 4.79057], [3.39628, -1.42776, 6.10545], [3.41886, 0.29124, 5.74384], [-2.43739, -0.62299, -4.42703], [-2.47752, -0.44781, -5.93424], [-2.16218, -1.36449, -6.68378], [-2.83967, 0.76907, -6.36940], [-2.88720, 1.15639, -7.77561], [-1.43586, -0.37011, -4.07704], [-2.72255, -1.64488, -4.19741], [-3.11416, 0.07560, -3.93045], [-2.98217, 1.54143, -5.74524], [-3.07300, 2.22852, -7.85500], [-3.76781, 0.77016, -8.29271], [-1.94067, 0.87276, -8.22709], [-0.48065, -3.52081, -3.83351], [0.75872, -3.93153, -3.11699], [0.77865, -4.10198, -1.89882], [1.85829, -3.98239, -3.88119], [3.20669, -4.26620, -3.42788], [-1.28482, -3.20281, -3.16844], [-0.88352, -4.33463, -4.44103], [-0.41365, -2.62902, -4.46397], [1.81376, -3.79100, -4.86736], [3.67290, -5.08962, -3.96222], [3.24298, -4.43526, -2.35198], [3.81447, -3.36143, -3.53386]]
}